{
  "formula": "C6H16",
  "method": "ωB97M-V/def2-TZVPD",
  "elements": ["H", "C", "C", "H", "H", "H", "H", "H", "H", "H", "H", "H", "C", "H", "H", "C", "H", "H", "H", "H", "C", "C"],
  "positions_angstrom": [[0.1155, 1.0943, 3.4127], [-0.0229, 1.5572, -1.3461], [0.9353, -0.5703, -2.3693], [-0.5647, 1.8461, -2.2843], [-0.2222, -0.3578, 4.2541], [0.8262, -1.6406, -2.3262], [0.9770, 1.9698, -1.4421], [0.5468, -0.1202, -0.3558], [0.5396, -0.2200, -3.3205], [-1.7702, -1.4880, -1.3533], [0.3746, -1.0173, 1.3572], [1.1753, -1.6911, 2.5849], [-0.0263, 0.0149, -1.3054], [-0.6066, 1.9927, -0.5422], [-1.7663, -0.0946, -0.2285], [-1.4899, -0.4288, -1.2282], [-1.2008, -0.0133, 2.8914], [1.9292, -0.2151, -2.1324], [-2.0399, 0.0535, -2.0310], [1.6506, -0.0213, 2.1927], [-0.1634, 0.0414, 3.2463], [0.8030, -0.6915, 2.3260]],
  "forces_ev_per_angstrom": [[-0.152, -0.332, -0.458], [-0.993, -0.301, -2.018], [-2.134, 0.666, 0.550], [0.394, 0.058, 0.543], [0.235, -0.348, 0.162], [0.444, -0.506, -0.131], [0.113, 0.083, 0.363], [-0.955, -0.680, -0.353], [0.555, -0.045, -0.461], [0.730, 0.127, 0.318], [-0.019, 1.070, 0.296], [0.041, 0.415, 1.079], [1.792, 0.708, 1.125], [0.233, 0.086, 0.335], [-0.817, 0.002, -0.203], [0.653, -0.480, -0.031], [0.252, 0.239, -0.083], [0.270, -0.126, -0.383], [-0.278, 0.480, 0.163], [0.220, -0.389, -0.504], [-0.757, -0.091, 0.495], [0.172, -0.637, -0.804]],
  "e_above_lowest_kj_mol": 85.3,
  "gap_ha": 0.42338,
  "total_charge": 0
}

{
  "formula": "C6H16AlNO5P",
  "method": "ωB97M-V/def2-TZVPD",
  "elements": ["O", "H", "H", "H", "H", "H", "O", "H", "C", "C", "C", "H", "O", "H", "H", "H", "Al", "O", "H", "N", "H", "C", "H", "C", "H", "H", "O", "P", "C", "H"],
  "positions_angstrom": [[-25.3237, 1.6374, 1.7375], [-24.7820, -1.1572, 4.4859], [-25.8088, -2.0430, -0.9577], [-26.3638, 8.8609, 5.4626], [-28.6581, 2.0525, 0.5336], [-24.7905, -2.2705, 3.1556], [-25.3573, -0.5817, 0.4198], [-23.9186, -0.6880, 3.0556], [-25.4788, 8.2884, 5.1599], [-24.7176, 7.8506, 7.4488], [-28.0267, 1.2387, 0.1850], [-25.3301, -2.6863, 0.6119], [-27.5488, 0.3702, 1.2459], [-24.3162, 7.0788, 8.1068], [-24.7046, 5.4116, 6.7934], [-24.6422, 9.0082, 5.0558], [-24.1870, 4.1403, 2.4796], [-25.2550, 5.5209, 4.8230], [-27.1770, 1.6068, -0.3940], [-25.0649, 7.3516, 6.1582], [-26.9039, -1.9976, 0.4777], [-24.8287, -1.1931, 3.3880], [-28.5815, 0.5933, -0.4999], [-24.9548, 5.9971, 5.9055], [-25.5468, 7.8321, 4.1776], [-25.6077, 8.2586, 7.9628], [-26.0054, -0.6528, 2.8433], [-25.9976, 0.3340, 1.5765], [-25.8810, -1.8698, 0.1153], [-23.9777, 8.6636, 7.4266]],
  "forces_ev_per_angstrom": [[0.332, -0.193, 0.218], [-0.763, 0.103, -0.067], [0.175, 0.184, -0.043], [-0.057, 0.028, 0.117], [0.018, -0.169, 0.445], [-0.089, 0.057, -0.121], [-0.019, 0.727, 0.664], [-0.170, -0.110, -0.380], [0.992, -0.231, -0.685], [0.142, -0.660, 0.863], [0.452, -0.532, -1.221], [0.526, 0.302, -0.008], [0.930, 0.431, 0.758], [-0.109, -0.190, -0.243], [0.269, -0.080, -0.079], [-0.209, 0.301, 0.294], [-0.208, -0.495, -0.260], [0.362, 0.373, 0.290], [-0.072, 0.298, 0.182], [0.142, 1.429, 0.154], [-0.033, 0.251, -0.143], [1.370, -0.255, 0.464], [-0.285, 0.082, 0.255], [-0.661, -1.062, -0.224], [-0.530, -0.250, 0.190], [-0.124, 0.246, -0.167], [-0.435, 0.976, -0.607], [-1.036, -1.085, -0.338], [-0.714, -0.735, 0.105], [-0.193, 0.258, -0.413]],
  "e_above_lowest_kj_mol": 0.0,
  "gap_ha": 0.06182,
  "total_charge": 3
}

{
  "formula": "C6H16BrCuO6S2",
  "method": "ωB97M-V/def2-TZVPD",
  "elements": ["H", "Br", "S", "H", "H", "H", "H", "O", "Cu", "S", "H", "O", "H", "H", "C", "C", "C", "O", "C", "H", "H", "C", "H", "O", "O", "H", "H", "H", "C", "H", "H", "O"],
  "positions_angstrom": [[-4.5732, -1.5482, -0.8752], [-1.5766, 1.2966, 0.7493], [-2.7835, -2.9206, -1.4092], [-2.0621, -1.3052, -3.2299], [2.2321, -0.3580, 0.1251], [-3.4063, -1.4364, 0.4621], [-3.0499, -0.5484, -1.0425], [-3.5051, -3.2127, -2.6713], [-3.8573, 2.8808, 1.5229], [2.3574, 1.9315, 2.8644], [3.2460, 1.2093, -1.2736], [-1.2064, -2.3752, -1.7031], [-0.0265, -0.2781, -1.7808], [0.4074, 0.6440, 3.4995], [3.2834, 1.5065, -0.2256], [-1.0857, -1.6731, -2.9146], [1.1222, 1.2838, 4.0170], [3.6375, 2.0598, 3.6178], [2.2583, 0.6289, 0.5873], [1.6361, 0.6436, 4.7340], [-0.4750, 0.2618, -3.3985], [-0.1162, -0.5903, -2.8212], [3.0941, 2.5642, -0.0428], [-2.6412, -3.9276, -0.3979], [1.6885, 3.0217, 2.1299], [0.6072, 2.0574, 4.5866], [-0.6780, -2.4234, -3.5920], [1.2771, 1.0708, 0.4143], [-3.5187, -1.4380, -0.6221], [4.3209, 1.3104, 0.0452], [0.8264, -0.8881, -3.2806], [2.5672, 0.5524, 1.9253]],
  "forces_ev_per_angstrom": [[0.031, 0.389, -0.033], [-0.389, 0.339, 0.189], [0.274, 0.047, -0.808], [0.013, -0.212, -0.237], [0.109, -0.264, 0.625], [0.290, -0.390, -0.169], [-0.284, -0.064, -0.181], [1.810, 0.912, 2.600], [0.427, -0.301, -0.146], [0.864, -0.192, 1.331], [-0.384, 0.433, -0.132], [-2.633, -1.199, 1.624], [0.373, 0.124, -0.048], [0.022, 0.332, -0.275], [-0.285, -0.812, 0.576], [-0.548, -1.296, -1.378], [0.326, -0.648, 0.190], [-3.167, 0.176, -2.256], [0.592, 1.425, -3.075], [0.225, 0.076, -0.130], [0.085, 0.147, 0.056], [0.944, 1.564, -0.024], [-0.060, -0.059, -0.358], [0.003, 0.394, -0.650], [1.704, -1.963, 0.787], [0.242, 0.287, -0.432], [-0.644, 0.118, -0.629], [-0.201, -0.011, 0.173], [0.048, -0.697, -0.632], [-0.056, -0.187, 0.423], [0.223, 0.168, 0.517], [0.046, 1.365, 2.503]],
  "e_above_lowest_kj_mol": 0.0,
  "spin_multiplicity": 3,
  "gap_ha": [0.28510, 0.20087],
  "total_charge": 0
}

{
  "formula": "C6H16BrMgO2",
  "method": "ωB97M-V/def2-TZVPD",
  "elements": ["H", "H", "H", "C", "H", "H", "C", "C", "H", "H", "H", "H", "C", "H", "H", "H", "C", "O", "H", "H", "C", "O", "Mg", "H", "Br", "H"],
  "positions_angstrom": [[-2.3524, 0.6579, -2.4169], [0.7392, -1.7378, 3.7797], [0.1964, -0.4655, 1.1226], [0.1720, -1.3442, 1.7671], [-1.7558, 1.3662, -3.9949], [0.5590, -0.3035, -1.3885], [-0.3588, 2.0960, -0.7392], [-1.2491, -1.9089, 1.7334], [-1.1720, -2.9042, 2.1712], [1.8223, -1.6956, 0.6916], [-1.9797, -1.4003, 2.3624], [-0.6125, 3.1470, -0.6010], [-1.7956, 1.4552, -2.9093], [0.6732, 2.0277, -0.3950], [-1.5403, -1.7903, 0.6898], [0.4574, 1.7094, -2.6743], [-0.3956, 1.3071, -2.1277], [-0.2468, -0.0731, -1.8566], [-0.9312, 1.6103, 0.0512], [0.4807, 0.0669, 3.4716], [0.7979, -0.9011, 3.0836], [1.0906, -2.1811, 1.0797], [4.8520, 0.0384, -2.2554], [-2.2988, 2.4069, -2.7390], [2.9883, -0.4985, -0.8690], [1.8594, -0.6850, 2.9629]],
  "forces_ev_per_angstrom": [[-0.462, 0.030, -0.509], [-0.137, 0.305, 0.496], [-0.639, 0.646, 0.128], [1.038, 2.344, -0.790], [0.304, -0.542, 0.135], [0.279, 0.386, 0.000], [0.328, -0.810, 0.005], [1.163, 0.112, 0.462], [-0.342, -0.427, -0.699], [-0.197, 0.253, 0.278], [0.319, 0.487, 0.009], [-0.172, 0.162, -1.036], [1.507, -0.110, 1.281], [0.219, -0.064, 0.058], [-0.358, -0.854, 0.119], [-0.034, -0.156, -0.470], [-1.379, 1.591, 0.925], [-0.680, -0.137, -0.523], [-0.277, -0.454, -0.274], [-0.913, -0.324, 0.223], [0.307, -0.341, 0.179], [-0.608, -1.976, 0.225], [0.083, 0.014, -0.080], [0.236, 0.067, 0.379], [0.212, 0.202, -0.079], [0.203, -0.402, -0.443]],
  "spin_multiplicity": 2,
  "gap_ha": [0.27736, 0.27792],
  "total_charge": 0
}

{
  "formula": "C6H16F3O6S2Tl",
  "method": "ωB97M-V/def2-TZVPD",
  "elements": ["C", "C", "H", "H", "O", "C", "H", "F", "C", "S", "H", "O", "F", "O", "H", "H", "F", "C", "O", "O", "O", "H", "H", "Tl", "H", "H", "H", "H", "C", "H", "S", "H", "H", "H"],
  "positions_angstrom": [[4.4980, 2.9731, 24.8906], [0.5909, 3.8016, 25.1857], [4.7222, 2.3413, 24.0336], [2.0746, 8.7514, 25.5139], [3.0627, 2.9631, 24.9319], [4.5522, 10.5845, 24.0597], [6.1662, 2.3185, 26.0477], [0.3330, 7.4497, 23.7439], [5.0882, 2.4134, 26.1804], [2.3318, 4.4181, 24.9777], [3.8324, 12.4748, 24.4688], [2.7047, 5.1317, 26.1815], [4.0139, 8.1840, 20.2900], [5.1332, 7.0075, 25.0323], [3.8331, 10.3239, 23.2852], [5.4562, 10.9987, 23.6152], [0.3147, 4.3585, 21.6387], [3.8417, 11.5411, 25.0328], [3.4651, 8.0661, 23.4776], [5.0973, 9.4398, 24.7222], [2.4531, 5.1106, 23.7101], [4.8362, 4.0091, 24.8169], [-0.0259, 4.2394, 24.3984], [1.9335, 6.7249, 21.4631], [3.5170, 9.0616, 26.6269], [2.7989, 11.2700, 25.2098], [0.5562, 2.7171, 25.1844], [4.2181, 11.6202, 26.0519], [2.9963, 8.3828, 25.9547], [0.0772, 4.2581, 26.0315], [4.2525, 8.0737, 24.6838], [4.5195, 1.5027, 26.3736], [2.8129, 7.4054, 26.3993], [5.0062, 3.0178, 27.0844]],
  "forces_ev_per_angstrom": [[0.569, 0.708, 0.893], [0.161, 0.970, -0.601], [0.425, 0.291, -0.001], [0.232, 0.196, -0.171], [-1.361, 1.444, 0.108], [-0.081, 0.732, 0.674], [-0.077, -0.681, -0.139], [1.110, -0.412, -1.734], [-0.471, -0.112, -0.131], [-1.791, -0.655, 0.879], [-0.036, 0.366, 0.585], [0.173, -0.591, -1.005], [-2.058, -1.428, 0.934], [-0.052, 0.464, -0.224], [0.321, -0.293, -0.136], [-0.315, 0.440, -0.069], [1.265, 1.871, -0.343], [-0.352, -0.254, -0.578], [0.284, -0.562, -1.214], [-0.308, -1.762, -0.031], [0.477, -0.478, 0.372], [0.152, -0.091, -0.687], [0.568, -0.365, -0.691], [-0.061, -0.051, 2.253], [-0.490, -0.014, 0.328], [-0.063, -0.203, -0.417], [0.133, 0.094, 0.017], [0.787, 0.232, -0.333], [1.265, -0.650, -0.052], [0.891, -0.242, 0.638], [-1.532, 0.866, 0.908], [0.711, -0.415, 0.159], [0.012, 0.111, 0.165], [-0.487, 0.472, -0.355]],
  "e_above_lowest_kj_mol": 98.2,
  "gap_ha": 0.17474,
  "total_charge": 0
}